(A)
A cluster of 2 separate species, CH4N2P2 in total. Source: OMol25; level of theory: the ωB97M-V functional and the def2-TZVPD basis.

CARTESIAN COORDINATES (ANGSTROEM)
C (0.20885, -0.77875, 0.06807)
N (0.02637, 0.06393, -1.09851)
N (0.68950, -0.73873, 1.36563)
P (1.02432, -1.38043, -1.45550)
P (-0.93371, -1.40879, 1.35336)
H (-0.81915, 0.13250, -1.62539)
H (0.82098, 0.19666, 1.76000)
H (2.14512, -0.65498, -1.20426)
H (-1.62642, 0.89601, 0.87936)

As for the HOMO-LUMO gap (alpha / beta): 7.663 / 8.484 eV. As for the net charge: 0.

***

(B)
A cluster of 2 separate species, CH4N2P2 in total. Source: OMol25; level of theory: the ωB97M-V functional and the def2-TZVPD basis.

CARTESIAN COORDINATES (ANGSTROEM)
C (0.03973, -0.14451, 0.19131)
N (0.29998, -1.48989, 0.09688)
N (0.10623, 0.89877, 0.97217)
P (-0.39381, -0.93693, -1.47065)
P (1.07310, 1.45845, -0.46184)
H (0.18298, -2.21920, 0.76977)
H (-1.77460, 1.88245, 1.03582)
H (-1.86180, -0.94016, -1.43293)
H (2.32819, 1.49102, 0.29948)

As for the HOMO-LUMO gap (alpha / beta): 7.921 / 7.578 eV. As for the net charge: 0.

***

Which is most stable? The ranking, best first, is (A), (B).